{
  "formula": "C60H57BrCoF4N5PS",
  "method": "wB97M-V/def2-TZVPD",
  "molar_mass_da": 1126.02,
  "total_charge": 1,
  "lumo_ev": [-3.896, -4.096],
  "homo_energy_ev": [-9.160, -10.194],
  "s2": 6.28,
  "e_above_lowest_kcal_mol": 84.7,
  "multiplicity": 5,
  "species": ["Co", "F", "C", "C", "F", "C", "F", "C", "P", "C", "C", "C", "C", "C", "C", "C", "C", "C", "C", "C", "C", "C", "Br", "C", "F", "H", "H", "H", "H", "H", "H", "H", "H", "H", "H", "C", "C", "C", "C", "C", "C", "C", "C", "C", "C", "C", "C", "N", "C", "C", "C", "C", "C", "C", "C", "N", "C", "C", "C", "C", "C", "C", "C", "C", "C", "C", "C", "C", "H", "H", "H", "H", "H", "H", "H", "H", "H", "H", "H", "H", "H", "H", "H", "H", "H", "H", "H", "H", "H", "H", "H", "H", "H", "H", "H", "H", "H", "H", "H", "H", "H", "H", "H", "H", "H", "H", "H", "S", "C", "N", "C", "C", "C", "N", "H", "H", "H", "H", "N", "C", "C", "C", "C", "C", "C", "C", "H", "H", "H", "H"],
  "positions_angstrom": [[-1.071, -0.912, 0.137], [-5.223, 5.086, -2.486], [-4.185, 4.571, -1.838], [-3.375, 5.373, -1.038], [-3.634, 6.671, -0.922], [-2.275, 4.826, -0.381], [-1.528, 5.653, 0.353], [-1.944, 3.477, -0.488], [-0.632, 2.575, 0.453], [0.552, 2.269, -0.906], [1.482, 1.063, -0.868], [2.494, 1.167, -1.979], [2.695, 2.267, -2.740], [1.854, 3.387, -2.637], [0.797, 3.342, -1.741], [0.215, 3.896, 1.417], [-0.323, 4.121, 2.683], [0.229, 5.077, 3.515], [1.328, 5.811, 3.097], [1.879, 5.572, 1.849], [1.337, 4.611, 1.016], [-2.806, 2.685, -1.249], [-2.516, 0.812, -1.372], [-3.880, 3.217, -1.947], [-4.634, 2.418, -2.699], [1.222, -0.804, -0.129], [3.146, 0.319, -2.110], [3.508, 2.273, -3.451], [2.022, 4.256, -3.249], [0.138, 4.200, -1.683], [-1.189, 3.556, 3.009], [-0.202, 5.257, 4.488], [1.754, 6.568, 3.738], [2.731, 6.146, 1.517], [1.790, 4.435, 0.053], [0.307, -3.314, 4.064], [0.412, -1.785, 4.069], [1.238, -1.311, 5.267], [-0.981, -1.189, 4.081], [-1.799, -1.457, 5.170], [-3.109, -1.027, 5.211], [-3.625, -0.327, 4.141], [-2.840, -0.009, 3.043], [-3.474, 0.777, 1.920], [-4.469, -0.098, 1.149], [-4.203, 2.036, 2.402], [-1.505, -0.439, 3.012], [-0.614, -0.124, 1.926], [0.284, 0.739, 2.266], [1.604, 1.152, 1.779], [2.383, 1.580, 2.877], [3.683, 2.014, 2.777], [4.265, 2.065, 1.524], [3.511, 1.713, 0.423], [2.195, 1.250, 0.495], [0.820, -0.296, -0.922], [1.156, -1.164, -2.094], [2.559, -1.772, -2.049], [3.106, -2.252, -3.207], [2.513, -2.043, -4.454], [1.461, -1.138, -4.549], [0.869, -0.563, -3.451], [-0.074, 0.574, -3.757], [-1.391, 0.099, -4.385], [0.532, 1.558, -4.780], [3.292, -2.099, -0.758], [3.499, -3.616, -0.602], [4.680, -1.436, -0.718], [1.286, -3.765, 3.913], [-0.364, -3.639, 3.271], [-0.089, -3.674, 5.008], [0.935, -1.481, 3.156], [0.829, -1.701, 6.195], [1.252, -0.226, 5.328], [2.264, -1.658, 5.177], [-1.406, -2.018, 6.003], [-3.723, -1.243, 6.071], [-4.657, -0.016, 4.149], [-2.662, 1.091, 1.256], [-4.860, 0.446, 0.293], [-5.304, -0.365, 1.788], [-4.004, -1.017, 0.802], [-5.136, 1.783, 2.897], [-4.454, 2.663, 1.548], [-3.601, 2.617, 3.096], [0.128, 1.170, 3.260], [1.937, 1.565, 3.860], [4.214, 2.339, 3.657], [5.284, 2.394, 1.403], [3.962, 1.840, -0.547], [4.035, -2.803, -3.168], [2.929, -2.495, -5.340], [1.146, -0.836, -5.536], [-0.301, 1.111, -2.836], [-1.199, -0.414, -5.325], [-2.027, 0.958, -4.589], [-1.936, -0.578, -3.739], [0.242, 1.284, -5.791], [1.616, 1.574, -4.746], [0.165, 2.564, -4.588], [2.734, -1.747, 0.120], [4.216, -3.980, -1.330], [2.581, -4.181, -0.739], [3.893, -3.828, 0.389], [5.205, -1.575, -1.659], [5.274, -1.894, 0.069], [4.615, -0.372, -0.512], [-1.939, -2.637, 1.264], [-1.231, -3.662, -0.110], [-0.014, -4.281, 0.373], [0.176, -5.624, 0.284], [-0.703, -6.411, -0.374], [-1.922, -5.791, -0.789], [-2.180, -4.550, -0.646], [0.496, -3.767, 1.079], [1.080, -6.003, 0.738], [-0.548, -7.464, -0.506], [-2.707, -6.381, -1.240], [-1.415, -4.460, -6.007], [-1.294, -3.918, -5.005], [-1.135, -3.252, -3.767], [-2.297, -2.663, -3.143], [-2.241, -2.319, -1.841], [-1.007, -2.471, -1.078], [0.282, -2.566, -1.855], [0.060, -3.271, -3.139], [-3.229, -2.652, -3.683], [-3.156, -2.141, -1.291], [0.960, -3.164, -1.245], [0.903, -3.788, -3.567]],
  "atomic_forces_ev_per_a": [[0.2, -0.3, 0.3], [0.2, -0.1, 0.2], [0.2, 0.0, 0.1], [0.0, 0.0, -0.1], [0.0, -0.2, 0.0], [0.0, -0.2, -0.1], [-0.2, 0.1, -0.2], [-0.2, -0.1, 0.3], [-0.1, 1.0, -0.4], [-0.2, 0.5, -0.3], [0.0, 0.5, 0.0], [0.2, 0.3, -0.2], [0.1, -0.4, 0.3], [0.1, 0.2, 0.0], [-0.3, -0.3, 0.1], [-0.1, -0.3, 0.0], [0.1, 0.0, -0.1], [0.0, 0.1, 0.1], [0.0, 0.0, 0.0], [0.1, 0.1, 0.0], [-0.1, -0.1, 0.0], [0.2, 0.4, 0.1], [-0.5, 0.2, -0.6], [0.1, -0.3, 0.1], [-0.1, 0.2, 0.0], [0.1, 0.1, -0.2], [0.1, 0.0, 0.0], [0.1, -0.1, -0.1], [0.0, 0.1, -0.1], [0.0, 0.0, 0.0], [-0.1, 0.0, 0.0], [0.0, 0.0, 0.1], [0.0, 0.0, 0.1], [0.1, 0.0, 0.0], [0.0, 0.0, 0.0], [0.1, 0.1, -0.2], [0.1, -0.1, 0.1], [0.0, 0.0, -0.3], [0.0, 0.1, -0.2], [0.0, 0.0, -0.1], [-0.1, 0.0, 0.0], [0.1, -0.1, 0.0], [0.1, 0.1, -0.2], [-0.1, 0.0, -0.1], [0.2, 0.1, 0.0], [0.3, 0.0, -0.1], [-0.4, 0.0, 0.9], [0.8, 0.8, -0.1], [-0.7, -0.7, 0.8], [0.7, 0.2, -0.2], [-0.3, -0.2, 0.0], [0.1, 0.0, -0.1], [-0.2, 0.0, 0.3], [0.0, 0.0, 0.0], [0.3, -0.1, 0.0], [-0.3, -0.3, 0.7], [-0.3, -1.0, -0.4], [0.4, -0.2, -0.4], [-0.1, 0.1, 0.5], [0.2, 0.0, -0.2], [-0.1, 0.2, 0.4], [0.1, -0.2, -0.5], [-0.2, 0.1, -0.1], [-0.1, 0.0, 0.3], [0.0, 0.0, 0.1], [0.1, -0.1, 0.0], [-0.2, 0.1, 0.1], [-0.2, 0.0, 0.2], [0.2, -0.1, 0.0], [0.0, -0.1, 0.0], [0.0, -0.1, 0.1], [-0.1, -0.1, 0.1], [0.0, 0.0, 0.1], [0.0, 0.1, 0.1], [0.1, -0.1, 0.0], [0.1, -0.1, 0.1], [-0.1, 0.0, 0.1], [-0.1, 0.1, 0.0], [-0.2, 0.0, 0.1], [-0.1, 0.1, -0.1], [-0.1, -0.1, 0.1], [-0.1, -0.1, -0.1], [-0.1, 0.0, 0.1], [0.0, 0.1, -0.1], [0.1, 0.1, 0.1], [0.0, -0.1, -0.1], [-0.1, 0.0, 0.1], [0.1, 0.0, 0.1], [0.1, 0.1, -0.1], [0.0, 0.0, 0.0], [0.0, -0.1, 0.1], [0.1, 0.0, -0.1], [-0.1, 0.1, -0.1], [0.0, 0.0, -0.1], [0.1, 0.0, -0.1], [-0.1, 0.1, -0.1], [0.0, 0.1, -0.1], [0.0, 0.0, -0.1], [0.0, 0.0, 0.0], [-0.1, 0.1, -0.1], [0.0, 0.0, 0.0], [0.1, 0.0, -0.1], [-0.1, -0.1, 0.0], [0.1, -0.1, 0.1], [0.0, -0.1, -0.1], [0.1, 0.0, 0.1], [0.0, 0.1, 0.0], [0.4, 0.2, -0.8], [-0.1, 0.3, 0.5], [0.1, 0.0, 0.1], [-0.1, -0.4, -0.4], [0.4, 0.0, 0.3], [0.1, 0.2, -0.1], [-0.6, -0.3, -0.1], [-0.1, -0.1, 0.0], [0.1, 0.0, 0.0], [0.1, -0.2, 0.1], [-0.1, -0.2, 0.0], [-0.1, -0.2, -0.4], [0.1, -0.2, -0.3], [0.9, 0.0, 0.8], [-0.3, 0.2, 1.1], [-0.7, 0.1, -1.2], [0.4, -0.6, 0.4], [0.1, 0.8, 0.2], [-0.4, -0.3, -0.4], [-0.1, 0.0, 0.0], [-0.1, 0.2, -0.1], [-0.1, 0.0, -0.1], [0.0, -0.1, -0.2]]
}

---

{
  "formula": "C4H2O2",
  "method": "wB97M-V/def2-TZVPD",
  "molar_mass_da": 82.06,
  "total_charge": 0,
  "lumo_ev": -1.534,
  "homo_energy_ev": -9.640,
  "e_above_lowest_kcal_mol": 2.5,
  "species": ["O", "C", "C", "O", "C", "C", "H", "H"],
  "positions_angstrom": [[2.216, 0.736, -0.600], [1.125, 0.228, -0.609], [-1.318, -1.093, 0.738], [-1.719, -2.131, 1.085], [-1.059, 0.170, 0.488], [-0.094, 0.901, -0.060], [0.948, -0.799, -0.988], [-0.099, 1.989, -0.055]],
  "atomic_forces_ev_per_a": [[-0.4, -0.1, -0.1], [0.3, 0.1, -0.1], [-0.3, -0.7, 0.2], [0.3, 0.9, -0.3], [0.1, 0.0, -0.1], [-0.1, -0.2, 0.1], [0.1, 0.0, 0.1], [0.0, -0.1, 0.0]]
}

---

{
  "formula": "C5H11O4Tb",
  "method": "wB97M-V/def2-TZVPD",
  "molar_mass_da": 294.06,
  "total_charge": 2,
  "lumo_ev": [-9.474, -8.087],
  "homo_energy_ev": [-18.264, -18.377],
  "s2": 12.08,
  "multiplicity": 7,
  "species": ["O", "C", "C", "O", "C", "C", "O", "C", "Tb", "H", "H", "H", "H", "H", "H", "H", "H", "H", "O", "H", "H"],
  "positions_angstrom": [[-0.047, -1.950, -1.732], [-0.913, -0.991, -2.185], [-0.198, 0.362, -2.148], [0.347, 0.455, -0.843], [0.876, 1.586, -0.189], [0.584, 1.336, 1.276], [1.017, 0.038, 1.688], [0.128, -0.797, 2.394], [0.749, -1.588, -0.042], [-1.250, -1.174, -3.222], [-0.900, 1.187, -2.336], [0.668, 0.383, -2.831], [0.365, 2.506, -0.508], [1.944, 1.711, -0.417], [-0.516, 1.311, 1.356], [1.050, 2.107, 1.901], [0.604, -1.330, 3.225], [-0.662, -0.163, 2.817], [-0.774, -1.622, 1.384], [-1.173, -2.390, 1.807], [-1.898, -0.979, -1.392]],
  "atomic_forces_ev_per_a": [[0.4, -1.2, -1.0], [-3.2, 1.5, 0.8], [-0.4, 0.5, -1.4], [0.0, -0.9, 1.0], [0.5, 1.0, 0.0], [-1.4, 1.4, -0.1], [0.4, -2.3, 0.1], [-2.3, 2.5, 1.0], [3.9, -1.7, -1.0], [-0.1, -0.1, 0.6], [0.3, -0.2, 0.0], [-0.6, 0.0, -0.2], [0.1, -0.2, 0.2], [-0.2, -0.1, 0.1], [0.3, 0.5, 0.3], [-0.2, -0.3, 0.0], [0.2, -0.7, -0.9], [0.3, -0.2, 0.2], [0.4, 0.5, 2.4], [-0.5, -0.2, 0.5], [2.3, 0.3, -2.4]]
}

---

{
  "formula": "C22H73N23O13",
  "method": "wB97M-V/def2-TZVPD",
  "molar_mass_da": 867.97,
  "total_charge": 0,
  "lumo_ev": -0.115,
  "homo_energy_ev": -8.492,
  "e_above_lowest_kcal_mol": 68.4,
  "species": ["C", "O", "N", "N", "H", "H", "H", "H", "C", "O", "N", "N", "H", "H", "H", "H", "C", "O", "N", "N", "H", "H", "H", "H", "C", "O", "N", "N", "H", "H", "H", "H", "C", "O", "N", "N", "H", "H", "H", "H", "C", "O", "N", "N", "H", "H", "H", "H", "C", "O", "N", "N", "H", "H", "H", "H", "C", "O", "N", "N", "H", "H", "H", "H", "C", "O", "N", "N", "H", "H", "H", "H", "C", "O", "N", "N", "H", "H", "H", "H", "C", "C", "C", "O", "C", "N", "H", "H", "H", "H", "H", "H", "H", "H", "H", "H", "H", "C", "C", "C", "O", "C", "N", "H", "H", "H", "H", "H", "H", "H", "H", "H", "H", "H", "C", "C", "C", "O", "C", "N", "H", "H", "H", "H", "H", "H", "H", "H", "H", "H", "H"],
  "positions_angstrom": [[-22.561, 12.679, -12.685], [-22.010, 12.361, -13.747], [-22.406, 13.826, -11.980], [-23.334, 11.759, -12.028], [-23.122, 13.945, -11.294], [-21.811, 14.553, -12.352], [-23.985, 12.106, -11.348], [-23.543, 10.872, -12.448], [-23.713, 18.369, -9.038], [-23.456, 19.524, -8.677], [-24.437, 18.092, -10.145], [-23.510, 17.268, -8.283], [-24.881, 17.200, -10.297], [-24.838, 18.874, -10.636], [-23.858, 16.363, -8.575], [-23.005, 17.300, -7.416], [-19.078, 15.794, -17.464], [-19.470, 16.761, -18.120], [-17.874, 15.235, -17.786], [-19.733, 15.115, -16.486], [-17.699, 14.325, -17.397], [-17.600, 15.557, -18.702], [-19.355, 14.389, -15.905], [-20.559, 15.604, -16.155], [-17.761, 18.376, -14.316], [-18.317, 19.400, -13.916], [-17.082, 17.537, -13.492], [-17.765, 17.993, -15.606], [-17.111, 17.726, -12.495], [-16.578, 16.715, -13.769], [-17.573, 17.065, -15.951], [-18.489, 18.435, -16.155], [-19.806, 15.342, -8.177], [-20.383, 16.408, -8.375], [-19.487, 14.894, -6.920], [-19.478, 14.455, -9.130], [-19.011, 14.065, -6.628], [-20.006, 15.440, -6.247], [-19.747, 14.788, -10.047], [-19.117, 13.566, -8.851], [-25.074, 16.343, -12.956], [-26.176, 15.845, -12.677], [-23.876, 15.899, -12.499], [-25.002, 17.548, -13.540], [-23.050, 16.433, -12.705], [-23.782, 15.085, -11.923], [-25.855, 17.871, -13.960], [-24.120, 18.038, -13.715], [-20.703, 16.556, -12.199], [-20.904, 15.370, -11.885], [-20.851, 17.634, -11.407], [-20.266, 16.915, -13.444], [-20.965, 18.498, -11.920], [-21.282, 17.592, -10.494], [-20.101, 16.044, -13.936], [-19.564, 17.636, -13.607], [-22.524, 19.384, -15.447], [-23.094, 19.172, -14.362], [-21.410, 18.703, -15.796], [-22.922, 20.353, -16.267], [-21.033, 17.853, -15.417], [-21.016, 18.973, -16.685], [-22.662, 20.427, -17.233], [-23.629, 20.974, -15.911], [-23.908, 14.068, -9.226], [-24.792, 14.919, -9.354], [-24.181, 12.861, -8.672], [-22.652, 14.292, -9.692], [-23.479, 12.144, -8.662], [-24.957, 12.868, -8.035], [-21.956, 13.615, -9.434], [-22.403, 15.232, -9.954], [-23.315, 15.427, -15.623], [-22.243, 15.672, -15.055], [-23.711, 14.150, -15.686], [-24.100, 16.382, -16.183], [-24.497, 13.770, -16.178], [-23.126, 13.546, -15.126], [-24.995, 16.260, -16.615], [-23.794, 17.315, -15.959], [-18.001, 19.605, -9.441], [-16.869, 18.716, -10.067], [-15.793, 18.519, -9.019], [-15.006, 19.683, -8.873], [-14.251, 19.785, -7.705], [-17.519, 17.476, -10.484], [-18.545, 20.154, -10.210], [-17.489, 20.356, -8.831], [-18.669, 19.045, -8.787], [-16.507, 19.284, -10.926], [-15.083, 17.799, -9.456], [-16.131, 18.136, -8.051], [-13.553, 20.603, -7.884], [-13.641, 18.890, -7.531], [-14.785, 20.011, -6.777], [-18.526, 17.574, -10.565], [-17.491, 16.905, -9.638], [-15.265, 14.313, -12.707], [-15.689, 13.029, -13.385], [-16.546, 13.255, -14.641], [-17.678, 14.030, -14.382], [-18.634, 13.618, -13.418], [-14.517, 12.172, -13.679], [-14.590, 14.854, -13.379], [-14.762, 14.130, -11.759], [-16.119, 14.979, -12.581], [-16.243, 12.461, -12.629], [-16.909, 12.274, -14.988], [-15.964, 13.607, -15.494], [-19.529, 14.232, -13.485], [-18.203, 13.821, -12.432], [-18.835, 12.550, -13.529], [-13.766, 12.452, -13.063], [-14.796, 11.223, -13.477], [-21.184, 21.553, -12.898], [-21.428, 22.555, -14.097], [-22.035, 23.784, -13.474], [-23.338, 23.486, -13.033], [-24.045, 24.587, -12.492], [-20.129, 22.784, -14.733], [-22.053, 21.381, -12.265], [-20.355, 21.919, -12.295], [-20.924, 20.619, -13.402], [-22.112, 22.183, -14.852], [-22.179, 24.526, -14.279], [-21.440, 24.300, -12.713], [-23.596, 24.997, -11.585], [-25.048, 24.250, -12.239], [-24.117, 25.351, -13.272], [-19.574, 21.943, -14.789], [-19.610, 23.558, -14.349]],
  "atomic_forces_ev_per_a": [[0.5, -0.3, -0.2], [0.1, 0.5, 0.2], [-1.9, -5.1, -2.9], [-0.5, -0.5, 0.6], [0.9, -0.2, -0.3], [-0.9, -0.4, -0.4], [-0.2, -0.2, 0.1], [0.0, 0.2, -0.3], [-1.4, 1.3, 1.3], [0.6, -0.9, -0.5], [-0.2, 0.3, -1.3], [0.8, -1.0, 0.6], [0.1, -0.1, 0.1], [0.2, 0.0, 0.0], [-0.2, 0.3, 0.0], [0.1, 0.4, -0.2], [0.2, -0.8, -0.7], [-0.5, -0.1, 1.1], [0.1, 0.5, 0.3], [-1.2, 1.7, -0.1], [0.4, -0.1, -0.6], [0.5, -0.6, 0.1], [0.4, 0.0, -0.1], [-0.3, -0.6, 0.2], [1.0, -0.3, 0.6], [-0.2, -0.4, 0.0], [0.1, 0.4, 0.9], [-1.0, 0.3, -1.7], [0.0, -0.2, -0.1], [-0.2, 0.0, -0.4], [0.3, -0.1, 0.5], [0.3, 0.2, -0.1], [-0.2, -0.4, 0.7], [0.4, -0.6, 0.0], [-0.9, 1.6, 0.8], [-0.2, 0.8, -0.8], [0.0, -0.1, -0.3], [0.5, -0.3, 0.4], [0.3, -0.8, -0.5], [0.1, -0.2, -0.7], [-1.3, 0.5, 1.8], [0.9, -0.6, -0.5], [-0.2, 0.2, -0.1], [0.1, 0.6, -0.6], [-0.1, -0.2, -0.1], [-0.8, 0.8, -0.7], [0.1, 0.1, 0.1], [-0.6, -0.2, -0.1], [1.1, 1.8, -0.4], [3.0, 3.5, 1.2], [-0.4, 0.2, 0.4], [0.1, -1.7, -0.4], [0.0, 0.2, 0.3], [0.1, -0.2, 0.0], [0.1, 0.5, -0.5], [-0.6, 0.0, 0.6], [0.7, -1.5, 2.4], [0.4, 0.5, -0.8], [0.6, 0.7, -1.8], [-0.7, 1.0, -0.9], [-0.8, -0.1, 0.6], [0.2, -0.3, 0.0], [0.2, 0.0, 0.1], [-0.1, -0.1, -0.1], [-0.4, 1.5, -0.1], [0.2, -0.2, 0.2], [0.3, -0.4, -0.1], [-0.8, -0.4, 3.2], [-0.1, -0.1, 0.4], [-0.1, -0.4, -0.1], [0.5, 0.4, -0.3], [0.2, 0.0, 0.1], [-0.2, -0.3, -0.2], [0.0, 0.8, -0.1], [0.0, -0.8, 0.1], [0.9, 0.5, -0.1], [-0.1, 0.3, 0.1], [0.0, -0.5, -0.1], [-0.1, -0.3, 0.2], [-0.3, 0.0, -0.1], [1.4, 0.7, 0.0], [-2.8, 1.9, 1.1], [1.7, -0.9, -1.1], [-1.0, 0.7, -0.1], [0.9, 0.0, 0.0], [0.8, -1.4, 0.6], [-0.2, -0.2, 0.0], [-0.3, 0.2, 0.0], [0.0, -0.2, -0.1], [0.5, -0.3, 0.0], [-0.2, -0.6, 0.3], [-0.4, 0.1, -0.1], [0.0, 0.0, 0.1], [-0.1, -0.1, 0.0], [-0.5, -0.1, -0.2], [0.0, 0.6, -0.3], [0.2, -0.5, -0.3], [0.0, 0.5, -0.9], [0.4, -0.5, 0.6], [-0.3, -1.9, 0.8], [-0.4, 1.8, -1.1], [1.2, -0.3, 0.4], [-0.5, 0.6, -0.4], [0.2, 0.0, 0.1], [-0.1, 0.0, 0.0], [0.0, -0.2, 0.4], [-0.7, 0.2, -0.2], [0.2, -0.2, 0.1], [0.0, 0.7, 0.3], [0.0, -0.3, -0.4], [-0.2, -0.2, 0.2], [-0.3, 0.0, 0.1], [0.1, -0.3, 0.0], [0.5, -0.1, 0.0], [-0.6, -0.2, -1.4], [1.2, -0.8, 2.4], [-0.8, 1.6, -1.6], [-0.2, -0.6, 0.8], [0.1, -0.2, -0.6], [-0.7, 0.7, -0.8], [-0.1, 0.1, -0.1], [0.1, 0.0, -0.1], [0.3, -0.2, 0.5], [-0.1, -0.2, 0.2], [0.3, 0.2, 0.0], [0.2, -0.5, 0.3], [0.3, 0.0, 0.0], [0.0, -0.1, -0.1], [-0.1, 0.3, 0.2], [0.1, 0.0, 0.2], [0.1, -0.2, 0.2]]
}